Record 1
17
Properties=species:S:1:pos:R:3:forces:R:3:mulliken_charge:R:1 method="wB97M-V/def2-TZVPD" e_above_lowest_kj_mol=436.6 total_charge=0 homo_lumo_gap_ev=9.0 total_energy_ev=-8322.8081 fmax_ev_per_a=2.438
C 0.92696 1.39053 1.19114 -0.05 0.02 0.04 -1.26
C 1.41189 0.08121 0.62307 0.16 0.22 -0.04 0.09
N 0.72692 -1.19356 0.87412 -0.18 -0.08 0.11 -0.64
C 0.76044 -0.65104 -0.47993 0.20 0.09 -0.22 -0.10
C -0.49318 -0.32802 -1.25731 0.40 -0.39 -0.51 -0.59
C -2.55107 -0.78554 -0.45471 -1.92 1.44 0.40 -0.47
N -1.64839 0.19744 -0.52761 -0.05 -1.42 0.58 -0.15
H 1.27454 1.50501 2.22209 -0.01 0.02 -0.12 0.34
H -0.16203 1.47312 1.21258 0.19 0.04 0.06 0.34
H 1.30798 2.23090 0.60193 -0.02 -0.10 0.10 0.27
H 2.49561 -0.02576 0.66641 -0.14 0.03 0.06 0.37
H -0.19128 -1.04964 1.29580 0.12 0.06 -0.03 0.30
H 1.40614 -1.22550 -1.14335 0.09 0.10 0.12 0.37
H -0.29428 0.20688 -2.18475 0.21 0.21 0.07 0.26
H -2.66497 -1.14517 -1.50252 0.42 -0.42 0.38 0.21
H -0.84394 -1.33988 -1.49258 0.55 0.23 -0.73 0.36
H -1.46133 0.65904 0.35563 0.04 -0.05 -0.26 0.29


Record 2
17
Properties=species:S:1:pos:R:3:forces:R:3:mulliken_charge:R:1 method="wB97M-V/def2-TZVPD" e_above_lowest_kj_mol=539.7 total_charge=0 homo_lumo_gap_ev="8.0 / 7.4" total_energy_ev=-8321.7399 fmax_ev_per_a=3.311
N 1.97812 0.30395 -0.67062 -0.05 -0.15 -0.01 -0.39
C 1.15797 0.60665 0.33634 0.64 -0.14 0.21 0.20
C 1.15475 1.51545 1.30187 -0.11 -0.09 -0.04 -0.76
H 2.49492 1.01593 -1.16358 -0.09 -0.10 0.02 0.20
H 1.86950 -0.62287 -1.07949 0.12 0.18 0.04 0.27
H -0.77908 0.99810 -0.44897 -0.54 -0.27 -0.20 0.31
H 0.25769 1.72154 1.87172 -0.01 -0.06 -0.01 0.25
H 2.05852 2.04781 1.58987 -0.01 -0.04 -0.09 0.29
C -0.20267 -0.98968 0.25041 -1.67 1.25 -0.76 -0.14
C -1.11311 -0.04548 -0.68848 3.17 -0.02 0.95 -0.24
C -2.49815 -0.20869 -0.44624 -1.87 -0.34 0.22 -0.91
N 0.35098 -2.02758 -0.27825 0.14 -0.17 -0.19 -0.77
H 0.61019 -2.71090 0.43251 0.19 0.18 0.01 0.21
H -0.49167 -0.94245 1.30577 0.08 0.02 -0.03 0.49
H -0.71955 -0.17179 -1.70730 -0.29 -0.25 -0.02 0.33
H -2.88206 -0.95803 0.23284 0.14 -0.13 -0.04 0.33
H -3.24633 0.46803 -0.83841 0.17 0.12 -0.05 0.33


Record 3
17
Properties=species:S:1:pos:R:3:forces:R:3:mulliken_charge:R:1 method="wB97M-V/def2-TZVPD" e_above_lowest_kj_mol=468.2 total_charge=0 homo_lumo_gap_ev="8.8 / 5.2" total_energy_ev=-8322.4807 fmax_ev_per_a=2.922
C 0.93662 -1.56418 0.74916 -0.30 -0.15 -0.25 -1.24
C 0.64949 -0.25566 0.14446 -2.37 1.20 -0.22 1.74
N 1.66668 0.34237 -0.72570 -0.26 -0.40 -0.03 -0.71
N -0.13577 2.04416 0.40804 -0.17 1.55 -0.97 -0.27
C -0.00265 0.82811 0.92935 1.32 -1.11 2.36 -1.27
C -0.68087 -0.60114 -0.67040 0.53 -0.98 -0.86 -0.56
C -1.99189 -0.39937 -0.45295 0.95 0.22 0.06 -0.67
H 2.52865 0.40366 -0.18917 -0.08 0.00 -0.14 0.26
H 1.83696 -0.26582 -1.51835 0.11 -0.04 -0.02 0.26
H 0.23044 2.18877 -0.52752 -0.13 0.13 0.38 0.25
H -0.73256 2.73899 0.82701 0.08 -0.20 -0.23 0.21
H 0.13868 -2.03195 1.31353 0.12 0.10 0.26 0.36
H 1.47385 -2.24924 0.10342 0.20 -0.01 0.08 0.33
H -0.41269 0.63667 1.91369 0.01 0.00 -0.17 0.49
H -0.39954 -1.19014 -1.53685 -0.21 -0.24 -0.29 0.25
H -2.72872 -0.88206 -1.08204 0.12 0.03 -0.15 0.29
H -2.37668 0.25685 0.31432 0.07 -0.10 0.18 0.30


Record 4
17
Properties=species:S:1:pos:R:3:forces:R:3:mulliken_charge:R:1 method="wB97M-V/def2-TZVPD" e_above_lowest_kj_mol=95.3 total_charge=0 homo_lumo_gap_ev=8.7 total_energy_ev=-8326.3456 fmax_ev_per_a=0.574
C 1.91238 -0.90887 1.42992 0.15 -0.15 0.21 -1.12
C 0.88502 -0.36724 0.78306 0.06 0.19 0.15 0.93
C -0.15139 0.46509 1.47597 0.21 -0.04 -0.05 -1.24
N 0.69205 -0.61023 -0.57914 -0.13 -0.28 -0.25 -0.33
C 0.21813 0.37760 -1.47914 0.16 0.38 -0.40 -0.34
C -1.06894 0.66931 -1.67183 0.00 0.19 -0.14 -0.29
N -2.12922 0.13632 -0.96005 -0.19 -0.34 0.09 -0.46
H 2.65402 -1.51488 0.93373 0.08 -0.08 -0.17 0.26
H 2.01005 -0.80935 2.49466 0.00 0.10 0.22 0.26
H 0.24670 0.85026 2.41094 -0.02 -0.02 0.03 0.38
H -1.02929 -0.13713 1.69014 -0.19 -0.04 0.04 0.23
H -0.46267 1.29415 0.84857 -0.05 0.13 -0.01 0.36
H 1.47522 -1.12291 -0.96559 -0.16 0.01 0.05 0.24
H 0.96841 0.89995 -2.07267 -0.16 -0.01 0.10 0.31
H -1.34800 1.44098 -2.38360 0.17 -0.08 0.04 0.34
H -3.00140 0.05800 -1.47047 0.28 0.01 0.12 0.25
H -1.87106 -0.72105 -0.48450 -0.19 0.03 -0.04 0.21